(1)
C4H12NO2 | wB97M-V/def2-TZVPD

multiplicity: 3
net charge: +1
calculated total energy: -364.24144 Eh
HOMO level (spin up / spin down): -7.84 / -14.84 eV
LUMO energy (spin up / spin down): -3.175 / -7.473 eV

Each atom is followed by the atoms it is bonded to, with distances in Å.
Cartesian coordinates (Å):
1 H 0.495 1.181 -1.418  C2 1.080
2 C 0.707 0.672 -0.490  H1 1.080, C7 1.510, O12 1.414, C14 1.856
3 H 0.434 -1.622 1.200  N13 1.016
4 H 2.257 -0.140 -1.709  O12 0.982
5 H -1.472 0.142 1.219  C15 1.122
6 H -0.174 -2.592 0.248  N13 0.985
7 C 0.907 1.453 0.787  C2 1.510, H10 1.065, H11 1.168, H16 1.050
8 O -2.355 0.650 -0.811  C15 1.412, H17 0.927
9 H -0.435 -1.099 -1.517  C14 1.132
10 H 1.644 2.183 0.545  C7 1.065
11 H -0.010 2.164 0.918  C7 1.168
12 O 1.854 -0.087 -0.816  C2 1.414, H4 0.982
13 N 0.342 -1.755 0.196  H3 1.016, H6 0.985, C14 1.479, H18 1.109
14 C -0.507 -0.730 -0.449  C2 1.856, H9 1.132, N13 1.479, C15 1.545
15 C -1.797 -0.173 0.193  H5 1.122, O8 1.412, C14 1.545, H19 1.189
16 H 1.049 0.745 1.549  C7 1.050
17 H -2.190 1.556 -0.908  O8 0.927
18 H 1.295 -1.414 -0.257  N13 1.109
19 H -2.588 -1.061 0.184  C15 1.189

In elementary charge units, the Mulliken charges are: atom 1 (H): 0.54, atom 2 (C): -0.06, atom 3 (H): 0.29, atom 4 (H): 0.37, atom 5 (H): 0.32, atom 6 (H): 0.42, atom 7 (C): -1.23, atom 8 (O): -0.48, atom 9 (H): 0.47, atom 10 (H): 0.45, atom 11 (H): 0.30, atom 12 (O): -0.56, atom 13 (N): -0.26, atom 14 (C): -0.67, atom 15 (C): -0.31, atom 16 (H): 0.31, atom 17 (H): 0.34, atom 18 (H): 0.48, atom 19 (H): 0.29



(2)
C5H11FS | wB97M-V/def2-TZVPD

calculated total energy: -695.04916 Eh
HOMO level (spin up / spin down): -8.50 / -8.50 eV
LUMO energy (spin up / spin down): -0.056 / -0.057 eV

Each atom is followed by the atoms it is bonded to, with distances in Å.
Cartesian coordinates (Å):
1 C -0.148 0.330 -1.979  H3 1.073, H10 1.078, H17 1.055, C18 1.539
2 H -1.640 0.866 0.186  C14 1.077
3 H 0.273 1.296 -2.184  C1 1.073
4 H 1.515 -0.430 -0.800  C18 1.035
5 C 0.902 -1.057 1.368  H7 1.087, H9 1.121, C12 1.507, H13 1.137
6 F 0.372 -2.891 -1.154  S15 1.643
7 H 1.707 -0.389 1.663  C5 1.087
8 H 0.912 1.059 -0.202  C18 1.038
9 H 1.356 -1.947 0.861  C5 1.121
10 H -1.224 0.262 -1.996  C1 1.078
11 H -0.818 1.022 1.782  C14 1.073
12 C -0.107 -0.439 0.435  C5 1.507, C14 1.499, C18 1.504
13 H 0.609 -1.477 2.383  C5 1.137
14 C -1.220 0.361 1.039  H2 1.077, H11 1.073, C12 1.499, H16 1.132
15 S -1.111 -2.467 -0.588  F6 1.643
16 H -1.900 -0.352 1.598  C14 1.132
17 H 0.169 -0.335 -2.733  C1 1.055
18 C 0.681 0.173 -0.691  C1 1.539, H4 1.035, H8 1.038, C12 1.504

In elementary charge units, the Mulliken charges are: atom 1 (C): -1.27, atom 2 (H): 0.35, atom 3 (H): 0.35, atom 4 (H): 0.51, atom 5 (C): -1.33, atom 6 (F): -0.26, atom 7 (H): 0.34, atom 8 (H): 0.57, atom 9 (H): 0.37, atom 10 (H): 0.38, atom 11 (H): 0.37, atom 12 (C): 0.72, atom 13 (H): 0.31, atom 14 (C): -1.24, atom 15 (S): 0.04, atom 16 (H): 0.32, atom 17 (H): 0.37, atom 18 (C): -0.92



(3)
C6H2O2S | wB97M-V/def2-TZVPD

calculated total energy: -778.10517 Eh
HOMO level (spin up / spin down): -8.72 / -8.72 eV
LUMO energy (spin up / spin down): -0.517 / -0.517 eV

Each atom is followed by the atoms it is bonded to, with distances in Å.
Cartesian coordinates (Å):
1 O 0.474 0.430 1.293  C2 1.434, C11 1.424
2 C -0.546 0.516 0.289  O1 1.434, H6 1.029, C7 1.602, C11 1.484
3 C 0.553 3.264 -1.384  S4 1.802, C7 1.858, C8 1.650, O10 1.367
4 S 1.079 2.770 -3.035  C3 1.802, C8 1.772
5 H 1.057 -1.243 -0.124  C11 1.171
6 H -1.519 0.211 0.429  C2 1.029
7 C -0.135 1.654 -0.761  C2 1.602, C3 1.858, C9 1.336
8 C 1.805 2.196 -1.523  C3 1.650, S4 1.772, C9 1.459, O10 1.329
9 C 1.061 1.086 -0.939  C7 1.336, C8 1.459, C11 1.560
10 O 1.798 3.325 -0.822  C3 1.367, C8 1.329
11 C 0.767 -0.117 0.010  O1 1.424, C2 1.484, H5 1.171, C9 1.560

In elementary charge units, the Mulliken charges are: atom 1 (O): -0.37, atom 2 (C): -0.15, atom 3 (C): -0.16, atom 4 (S): -0.12, atom 5 (H): 0.31, atom 6 (H): 0.49, atom 7 (C): -0.25, atom 8 (C): 0.76, atom 9 (C): -0.11, atom 10 (O): -0.17, atom 11 (C): -0.22



(4)
C4H12NOSi | wB97M-V/def2-TZVPD

net charge: +1
calculated total energy: -578.72251 Eh
HOMO level: -13.11 eV
LUMO energy: -5.815 eV

Each atom is followed by the atoms it is bonded to, with distances in Å.
Cartesian coordinates (Å):
1 H -2.748 -0.186 -0.377  N19 0.984
2 C -0.769 0.319 -0.546  H4 1.078, O13 1.389, C14 1.487, Si16 2.097
3 H -1.110 1.151 1.308  C14 1.102
4 H -1.206 -0.260 -1.344  C2 1.078
5 H -3.684 0.526 0.937  N19 1.036
6 H 2.314 -1.903 1.554  C8 1.091
7 H 0.742 -2.414 0.901  C8 1.100
8 C 1.315 -1.558 1.284  H6 1.091, H7 1.100, H15 1.096, Si16 2.007
9 C 2.703 0.397 -1.296  H10 1.052, H11 1.113, H12 1.161, Si16 1.939
10 H 3.107 1.367 -1.235  C9 1.052
11 H 1.966 0.387 -2.129  C9 1.113
12 H 3.444 -0.483 -1.458  C9 1.161
13 O -0.735 1.548 -1.194  C2 1.389, H18 1.043
14 C -1.553 0.333 0.717  C2 1.487, H3 1.102, H17 1.043, N19 1.375
15 H 0.838 -1.176 2.194  C8 1.096
16 Si 1.234 -0.172 -0.166  C2 2.097, C8 2.007, C9 1.939
17 H -1.505 -0.515 1.323  C14 1.043
18 H -1.496 2.134 -0.787  O13 1.043
19 N -2.856 0.506 0.314  H1 0.984, H5 1.036, C14 1.375

In elementary charge units, the Mulliken charges are: atom 1 (H): 0.17, atom 2 (C): 0.01, atom 3 (H): 0.45, atom 4 (H): 0.50, atom 5 (H): 0.25, atom 6 (H): 0.37, atom 7 (H): 0.36, atom 8 (C): -1.03, atom 9 (C): -0.90, atom 10 (H): 0.41, atom 11 (H): 0.30, atom 12 (H): 0.33, atom 13 (O): -0.56, atom 14 (C): -0.94, atom 15 (H): 0.34, atom 16 (Si): 0.62, atom 17 (H): 0.46, atom 18 (H): 0.35, atom 19 (N): -0.48



(5)
C3H5N3 | wB97M-V/def2-TZVPD

calculated total energy: -281.56083 Eh
HOMO level: -9.05 eV
LUMO energy: 0.925 eV

Each atom is followed by the atoms it is bonded to, with distances in Å.
Cartesian coordinates (Å):
1 H -1.909 0.442 -1.988  C4 1.085
2 H -0.567 -1.822 1.071  N10 1.007
3 N -1.570 -0.941 -0.469  C4 1.326, N10 1.342
4 C -1.227 0.100 -1.216  H1 1.085, N3 1.326, C6 1.413
5 C 0.338 -0.058 0.332  C6 1.374, N10 1.356, N11 1.412
6 C -0.001 0.658 -0.791  C4 1.413, C5 1.374, H8 1.076
7 H 2.234 -0.139 1.106  N11 1.014
8 H 0.708 1.290 -1.295  C6 1.076
9 H 1.361 1.207 1.461  N11 1.016
10 N -0.607 -1.021 0.462  H2 1.007, N3 1.342, C5 1.356
11 N 1.305 0.201 1.327  C5 1.412, H7 1.014, H9 1.016

In elementary charge units, the Mulliken charges are: atom 1 (H): 0.43, atom 2 (H): 0.26, atom 3 (N): -0.75, atom 4 (C): -0.35, atom 5 (C): 0.34, atom 6 (C): -0.49, atom 7 (H): 0.26, atom 8 (H): 0.34, atom 9 (H): 0.27, atom 10 (N): 0.27, atom 11 (N): -0.57



(6)
C2H4N4 | wB97M-V/def2-TZVPD

calculated total energy: -297.48497 Eh
HOMO level: -7.92 eV
LUMO energy: 0.883 eV

Each atom is followed by the atoms it is bonded to, with distances in Å.
Cartesian coordinates (Å):
1 N -1.236 0.760 0.004  C5 1.279, N9 1.352
2 N 1.137 -0.748 0.081  N3 1.315, C10 1.216
3 N 1.205 0.499 -0.333  N2 1.315, C5 1.565, H6 1.121
4 H -1.994 -0.798 -0.221  N9 0.951
5 C -0.073 1.276 0.129  N1 1.279, N3 1.565, H7 1.200
6 H 2.057 0.910 0.266  N3 1.121
7 H 0.291 2.263 0.707  C5 1.200
8 H -0.268 -2.246 0.469  C10 1.111
9 N -1.072 -0.573 -0.156  N1 1.352, H4 0.951, C10 1.305
10 C 0.020 -1.225 0.138  N2 1.216, H8 1.111, N9 1.305

In elementary charge units, the Mulliken charges are: atom 1 (N): -0.53, atom 2 (N): -0.44, atom 3 (N): -0.32, atom 4 (H): 0.20, atom 5 (C): 0.01, atom 6 (H): 0.32, atom 7 (H): 0.24, atom 8 (H): 0.30, atom 9 (N): 0.05, atom 10 (C): 0.16



(7)
C23H26N3O3S | wB97M-V/def2-TZVPD

net charge: +1
calculated total energy: -1679.76912 Eh
HOMO level: -9.00 eV
LUMO energy: -4.417 eV

Each atom is followed by the atoms it is bonded to, with distances in Å.
Cartesian coordinates (Å):
1 C -2.151 5.015 1.262  H11 1.096, H22 1.097, H31 1.098, S41 1.835
2 C -0.336 2.992 0.699  H15 1.089, C32 1.416, S41 1.707
3 H 0.092 -0.449 -2.363  C7 1.086
4 C -3.026 -0.781 0.924  H19 1.097, C47 1.394, C54 1.421
5 C -0.911 2.761 -3.003  H13 1.089, C16 1.381, C42 1.417
6 H 3.490 -3.920 3.899  C52 1.079
7 C -0.126 0.597 -2.169  H3 1.086, C42 1.409, C46 1.375
8 H 5.313 -1.878 4.048  C39 1.077
9 O -1.251 1.473 -5.445  N51 1.250
10 O 1.677 0.913 1.912  C27 1.256
11 H -2.654 4.980 0.289  C1 1.096
12 H -0.256 -0.726 4.000  C20 1.095
13 H -1.232 3.360 -3.854  C5 1.089
14 H -0.930 0.889 1.419  C43 1.087
15 H 0.109 2.439 1.525  C2 1.089
16 C -0.845 3.286 -1.728  C5 1.381, H23 1.096, C32 1.440
17 O -0.642 -0.450 -4.583  N51 1.255
18 H 0.516 0.567 -0.133  C46 1.087
19 H -2.738 -0.167 0.061  C4 1.097
20 C -0.089 -0.216 3.045  H12 1.095, C27 1.458, C43 1.361
21 H 1.315 4.982 2.635  C36 1.096
22 H -2.570 4.257 1.936  C1 1.097
23 H -1.145 4.329 -1.572  C16 1.096
24 H 4.703 0.913 4.164  C40 1.096
25 H 1.079 -4.074 3.412  C26 1.098
26 C 1.030 -3.111 2.887  H25 1.098, H29 1.103, N30 1.451, H38 1.093
27 C 1.305 -0.023 2.663  O10 1.256, C20 1.458, C33 1.468
28 H -4.495 -1.948 -0.132  C47 1.090
29 H 1.065 -3.304 1.802  C26 1.103
30 N 2.165 -2.310 3.307  C26 1.451, C33 1.356, C52 1.389
31 H -2.221 6.022 1.695  C1 1.098
32 C -0.389 2.484 -0.622  C2 1.416, C16 1.440, C46 1.436
33 C 2.300 -0.967 3.185  C27 1.468, N30 1.356, N48 1.356
34 C -3.758 -2.276 3.185  C44 1.394, C55 1.404, H56 1.091
35 H 0.054 3.847 3.228  C36 1.094
36 C 0.239 4.791 2.707  H21 1.096, H35 1.094, S41 1.831, H53 1.097
37 H -2.329 -1.039 4.269  C44 1.095
38 H 0.091 -2.609 3.132  C26 1.093
39 C 4.268 -1.852 3.788  H8 1.077, N48 1.388, C52 1.352
40 C 4.282 0.574 3.210  H24 1.096, N48 1.446, H49 1.097, H50 1.089
41 S -0.370 4.674 0.984  C1 1.835, C2 1.707, C36 1.831
42 C -0.578 1.403 -3.233  C5 1.417, C7 1.409, N51 1.420
43 C -1.089 0.146 2.196  H14 1.087, C20 1.361, C54 1.453
44 C -2.784 -1.286 3.304  C34 1.394, H37 1.095, C54 1.415
45 H -5.082 -3.359 1.854  C55 1.095
46 C 0.033 1.144 -0.918  C7 1.375, H18 1.087, C32 1.436
47 C -4.000 -1.773 0.822  C4 1.394, H28 1.090, C55 1.407
48 N 3.611 -0.693 3.400  C33 1.356, C39 1.388, C40 1.446
49 H 5.097 0.450 2.487  C40 1.097
50 H 3.562 1.293 2.821  C40 1.089
51 N -0.831 0.788 -4.488  O9 1.250, O17 1.255, C42 1.420
52 C 3.372 -2.863 3.719  H6 1.079, N30 1.389, C39 1.352
53 H -0.272 5.630 3.195  C36 1.097
54 C -2.341 -0.590 2.154  C4 1.421, C43 1.453, C44 1.415
55 C -4.351 -2.549 1.942  C34 1.404, H45 1.095, C47 1.407
56 H -4.051 -2.824 4.081  C34 1.091

In elementary charge units, the Mulliken charges are: atom 1 (C): -0.98, atom 2 (C): 0.02, atom 3 (H): 0.49, atom 4 (C): -0.31, atom 5 (C): -0.76, atom 6 (H): 0.46, atom 7 (C): -0.41, atom 8 (H): 0.48, atom 9 (O): -0.61, atom 10 (O): -0.72, atom 11 (H): 0.34, atom 12 (H): 0.83, atom 13 (H): 0.47, atom 14 (H): 0.39, atom 15 (H): -0.02, atom 16 (C): -0.98, atom 17 (O): -0.62, atom 18 (H): 0.16, atom 19 (H): 0.44, atom 20 (C): -1.00, atom 21 (H): 0.35, atom 22 (H): 0.31, atom 23 (H): 0.19, atom 24 (H): 0.34, atom 25 (H): 0.31, atom 26 (C): -0.67, atom 27 (C): 0.68, atom 28 (H): 0.41, atom 29 (H): 0.30, atom 30 (N): 0.11, atom 31 (H): 0.42, atom 32 (C): 1.42, atom 33 (C): -0.10, atom 34 (C): -0.61, atom 35 (H): 0.25, atom 36 (C): -0.94, atom 37 (H): 0.42, atom 38 (H): 0.38, atom 39 (C): -0.53, atom 40 (C): -0.84, atom 41 (S): 0.18, atom 42 (C): -0.45, atom 43 (C): 0.28, atom 44 (C): -0.22, atom 45 (H): 0.39, atom 46 (C): -0.03, atom 47 (C): -0.61, atom 48 (N): 0.12, atom 49 (H): 0.37, atom 50 (H): 0.26, atom 51 (N): 0.94, atom 52 (C): -0.36, atom 53 (H): 0.44, atom 54 (C): -0.13, atom 55 (C): -0.44, atom 56 (H): 0.38



(8)
C9H17NSi | wB97M-V/def2-TZVPD

calculated total energy: -697.28480 Eh
HOMO level (spin up / spin down): -9.31 / -9.31 eV
LUMO energy (spin up / spin down): -0.556 / -0.556 eV

Each atom is followed by the atoms it is bonded to, with distances in Å.
Cartesian coordinates (Å):
1 H -2.046 2.851 0.713  C18 1.139
2 H 0.387 -1.202 -0.675  C14 1.081
3 H 1.444 -0.652 -1.966  C14 1.045
4 H 1.697 -2.138 -1.236  C14 1.070
5 H -3.126 0.716 -2.171  C25 1.081
6 H -3.064 -1.947 -1.451  C24 1.021
7 H 3.999 1.374 -0.191  C15 1.024
8 H 4.983 0.276 0.334  C15 1.085
9 Si 2.471 -0.407 0.399  C14 1.929, C15 1.895, H22 1.605, C27 1.867
10 H -2.210 -2.036 2.400  C28 1.091
11 C -2.038 0.903 -0.214  N17 1.267, C18 1.462, C25 1.438
12 H -2.250 2.666 -1.134  C18 1.097
13 H 0.358 0.505 1.540  C27 1.060
14 C 1.403 -1.129 -1.037  H2 1.081, H3 1.045, H4 1.070, Si9 1.929
15 C 4.077 0.355 -0.258  H7 1.024, H8 1.085, Si9 1.895, H16 1.062
16 H 4.314 -0.027 -1.220  C15 1.062
17 N -1.801 0.163 0.787  C11 1.267, C21 1.413
18 C -1.711 2.328 -0.241  H1 1.139, C11 1.462, H12 1.097, H20 1.146
19 H 1.873 1.279 2.092  C27 1.183
20 H -0.580 2.509 -0.212  C18 1.146
21 C -2.379 -1.086 0.468  N17 1.413, C24 1.439, C28 1.376
22 H 2.958 -1.583 1.375  Si9 1.605
23 H 0.891 1.540 0.364  C27 1.145
24 C -2.812 -1.122 -0.904  H6 1.021, C21 1.439, C25 1.416
25 C -2.749 0.243 -1.275  H5 1.081, C11 1.438, C24 1.416
26 H -2.906 -3.066 1.203  C28 1.032
27 C 1.296 0.826 1.163  Si9 1.867, H13 1.060, H19 1.183, H23 1.145
28 C -2.479 -2.138 1.348  H10 1.091, C21 1.376, H26 1.032

In elementary charge units, the Mulliken charges are: atom 1 (H): 0.24, atom 2 (H): 0.03, atom 3 (H): 0.40, atom 4 (H): 0.39, atom 5 (H): 0.39, atom 6 (H): 0.53, atom 7 (H): 0.38, atom 8 (H): 0.37, atom 9 (Si): 0.42, atom 10 (H): 0.28, atom 11 (C): 1.00, atom 12 (H): 0.33, atom 13 (H): 0.44, atom 14 (C): -0.90, atom 15 (C): -1.21, atom 16 (H): 0.34, atom 17 (N): -0.47, atom 18 (C): -1.00, atom 19 (H): 0.26, atom 20 (H): 0.21, atom 21 (C): 0.45, atom 22 (H): -0.17, atom 23 (H): -0.16, atom 24 (C): -0.65, atom 25 (C): -0.71, atom 26 (H): 0.36, atom 27 (C): -0.58, atom 28 (C): -0.96